Entry 1:
75
Properties=species:S:1:pos:R:3:forces:R:3:mulliken_charge:R:1 method="wB97M-V/def2-TZVPD" gap_ev="6.9 / 4.9" s2=0.7787 largest_force_ev_per_a=0.72 relative_energy_ev=0.000 charge=+2 e_homo_ev="-13.366 / -13.361" spin_multiplicity=2
F 1.661 1.086 -2.283 -0.13 0.03 -0.05 -0.26
C -0.500 -0.357 3.949 0.00 0.01 0.03 -1.49
H -5.132 2.184 1.514 0.00 0.00 0.00 0.49
O 1.289 2.226 0.263 0.03 -0.09 -0.07 -0.95
O 1.983 -0.389 0.016 -0.29 0.06 0.13 -0.91
H -0.952 2.304 6.169 -0.01 -0.01 0.00 0.37
C -1.285 2.890 -1.062 0.05 0.00 -0.04 0.76
C 0.546 0.302 4.536 -0.02 0.00 -0.01 -1.03
N -0.967 4.120 1.902 0.01 -0.01 -0.04 0.22
C -0.959 3.322 5.778 0.02 -0.03 0.00 -1.06
H -1.851 3.846 6.121 0.00 0.01 0.00 0.48
H -1.534 -0.752 2.088 0.02 -0.02 0.00 0.45
H -1.914 1.793 -2.772 0.01 0.03 0.00 0.05
C -0.881 5.023 -2.872 -0.01 -0.02 -0.02 -1.07
H -0.055 -1.137 -3.615 0.00 0.01 0.00 0.47
H -0.069 3.844 6.114 0.01 -0.01 0.00 0.26
C -3.188 3.072 1.552 0.01 -0.02 0.00 -0.40
C 5.255 1.122 -1.857 0.00 0.00 -0.01 0.62
H 0.752 0.181 5.591 0.00 0.01 0.00 0.54
C -0.234 -1.476 -1.497 -0.20 0.15 -0.15 -0.88
C -1.371 3.796 -3.310 0.01 0.02 -0.01 -0.66
C 1.717 2.152 1.523 -0.04 -0.01 0.02 -0.01
H 0.729 -1.957 -1.406 0.03 0.04 0.04 0.66
C 4.311 -0.190 -0.095 -0.01 -0.02 0.00 0.27
C -2.006 -0.633 -2.893 0.02 -0.03 0.01 -0.52
C -0.601 5.183 -1.535 -0.01 0.00 0.03 -1.03
C -2.414 -0.940 -0.566 -0.04 -0.11 0.01 -0.35
C -4.189 1.957 3.428 0.00 0.01 0.00 -0.88
C -0.700 -1.062 -2.750 -0.02 -0.05 -0.03 -0.66
H -4.416 0.896 -1.413 0.01 0.01 0.00 0.23
H -3.084 -0.906 0.287 0.00 0.01 -0.01 0.48
C -2.068 3.329 2.325 -0.02 -0.01 -0.02 0.23
C 2.987 0.072 -0.597 0.12 0.07 -0.07 0.54
H -5.012 -0.753 -1.587 0.00 0.00 0.01 0.45
C -4.248 2.375 2.106 0.00 0.01 -0.01 -1.05
H -1.597 3.652 -4.359 0.00 0.00 0.00 0.51
H -0.479 4.509 2.705 0.00 0.00 0.01 0.37
H -2.364 -0.358 -3.879 -0.01 0.00 0.00 0.52
Ir 0.156 0.635 -0.159 0.62 -0.31 0.19 2.38
H -0.211 6.129 -1.179 0.00 0.00 0.00 0.48
C -1.554 2.750 -2.424 0.01 0.00 0.02 -0.34
O -0.899 3.315 4.346 -0.02 0.06 0.00 -0.39
C 5.417 0.330 -0.708 0.01 0.00 0.00 0.34
H -0.822 -1.921 0.522 0.05 0.01 0.00 0.91
C 2.734 2.912 2.046 0.00 0.04 0.01 -0.11
C 2.880 0.877 -1.781 0.13 -0.01 0.04 0.30
C -0.841 4.154 -0.603 -0.09 0.04 -0.08 1.23
F 4.417 -0.911 0.994 0.00 0.00 0.00 -0.28
C -2.020 2.944 3.671 0.03 -0.04 0.01 0.72
H -1.154 -0.997 4.522 0.00 0.00 0.00 0.53
H -3.067 1.946 5.258 -0.01 0.00 0.00 0.50
N 0.070 0.501 1.816 -0.09 0.13 -0.02 0.20
F 3.882 2.131 -3.478 0.00 0.00 -0.01 -0.27
C 2.405 1.984 4.254 -0.03 -0.01 0.00 -0.08
C -4.286 -0.035 -1.968 0.00 -0.01 -0.01 -1.55
H -4.520 0.157 -3.014 0.00 0.00 0.00 0.35
H -5.024 1.425 3.863 0.00 0.00 0.00 0.46
H -0.718 5.833 -3.568 0.00 0.00 0.00 0.44
Br 2.869 1.928 6.077 0.00 0.00 0.00 -0.13
H 3.883 3.438 3.788 0.00 0.00 0.00 0.57
C 3.078 2.822 3.410 0.01 0.00 0.00 -0.39
C -2.884 -0.547 -1.804 0.00 -0.02 0.03 1.05
C -0.719 -0.237 2.570 0.01 0.02 -0.02 0.07
C -0.512 4.502 0.747 0.05 0.02 0.06 -0.59
Br 3.651 4.100 0.912 -0.01 -0.01 0.01 -0.11
O -1.435 1.849 -0.234 -0.13 -0.09 0.13 -0.47
C -3.084 2.245 4.220 0.00 0.00 0.00 -0.40
H -3.247 3.443 0.539 0.00 -0.01 -0.01 0.69
C -1.096 -1.404 -0.388 -0.13 0.12 -0.07 -1.05
C 1.059 1.259 2.396 -0.01 0.05 -0.03 0.35
H 0.248 5.273 0.840 0.03 -0.02 0.00 0.50
F 6.301 1.624 -2.442 0.00 0.00 0.00 -0.23
C 1.350 1.170 3.766 0.02 0.01 0.00 0.78
C 3.976 1.390 -2.396 0.02 0.01 0.00 0.04
F 6.626 0.119 -0.240 -0.02 0.00 0.00 -0.25

---

Entry 2:
70
Properties=species:S:1:pos:R:3:forces:R:3:nbo_charge:R:1 method="wB97M-V/def2-TZVPD" gap_ev="4.9 / 5.2" s2=2.0517 largest_force_ev_per_a=2.72 charge=-1 e_homo_ev="-2.864 / -3.620" spin_multiplicity=3
H -0.883 -2.791 -4.002 0.23 -0.15 0.88 0.20
C -6.443 0.057 -0.806 -0.91 0.45 -0.83 -0.21
C 5.292 0.232 2.111 -1.61 0.62 -1.16 -0.19
H 7.433 0.192 1.906 -0.43 -0.11 -0.13 0.20
C 0.941 3.264 -5.436 0.76 0.02 -0.83 -0.25
C -1.664 -1.158 5.478 -0.35 0.17 0.14 -0.17
H 1.015 -1.158 -3.042 0.25 -0.86 0.62 0.22
H 1.591 3.622 -6.227 -0.47 0.28 -0.36 0.20
C 5.360 1.117 -0.576 0.21 -0.31 -0.25 -0.19
C -4.138 0.552 -0.518 0.38 0.35 -1.16 0.00
C 1.127 -0.644 5.750 0.02 0.17 -0.47 -0.20
C 6.522 0.765 0.080 -0.01 0.45 -0.50 -0.23
Pt -0.031 0.670 0.494 0.38 0.52 0.23 0.83
H -2.319 2.842 -4.527 -0.26 0.10 0.23 0.21
H -5.294 -1.030 2.206 -0.08 0.11 -0.21 0.22
H 0.303 -3.060 0.207 0.03 -0.26 0.11 0.18
N -2.495 -0.451 2.468 -0.70 0.24 0.41 -0.51
C -2.795 0.015 1.287 0.12 -0.87 -0.01 0.41
H -7.435 -0.931 0.767 0.65 0.01 0.23 0.21
C -5.294 0.641 -1.307 0.53 0.06 0.08 -0.21
C -1.025 -1.355 6.683 -0.10 -0.13 0.05 -0.25
C -4.141 -0.065 0.689 -0.67 -0.33 1.71 -0.10
C -0.764 -3.389 -3.059 -0.80 1.34 -1.13 -0.60
H -0.207 -4.247 -3.361 0.89 -0.67 0.08 0.19
C -6.461 -0.539 0.447 -0.57 -0.13 0.20 -0.23
N 2.252 0.128 2.936 -0.84 -0.03 0.49 -0.51
H -0.231 -4.585 -0.750 0.04 0.29 -0.08 0.17
H 2.728 2.799 -4.327 -0.34 -0.17 0.00 0.22
C 0.463 -0.419 4.529 0.06 -0.54 -0.14 -0.04
H -7.408 0.093 -1.365 1.01 0.03 0.31 0.20
C -1.277 -0.338 3.000 0.36 -1.04 1.62 0.35
C 0.375 -1.117 6.788 -0.46 -0.26 1.49 -0.24
C 0.002 -3.523 -0.727 0.03 0.38 0.44 -0.28
H -1.756 -3.763 -2.855 -0.44 -0.03 0.38 0.20
C -0.567 2.276 -3.351 0.12 0.75 -0.51 -0.12
H -0.993 3.731 -6.366 0.34 -0.13 -0.08 0.20
C 1.640 2.747 -4.375 -0.40 0.06 0.17 -0.22
N 1.932 0.759 0.674 0.28 1.06 -2.18 -0.58
C 0.942 -0.041 3.233 -0.33 -0.02 -0.01 0.32
C 1.212 1.722 -2.020 0.60 0.24 -0.69 0.26
H -0.825 -1.770 -1.609 0.03 -0.22 0.00 0.22
C 4.115 0.545 1.393 -0.27 -0.45 1.40 -0.07
C -1.247 2.838 -4.446 1.37 -0.27 -1.21 -0.17
H 2.188 -0.433 5.885 -0.27 -0.09 -0.20 0.22
C -0.466 3.280 -5.530 -0.84 0.00 1.33 -0.25
N -0.148 0.007 2.374 1.45 0.41 -0.32 -0.52
C -0.914 -0.699 4.399 -0.25 0.74 -1.22 -0.11
N -2.344 1.544 -1.785 0.88 0.29 -0.84 -0.44
N 2.519 1.543 -1.563 -1.41 0.23 -0.26 -0.46
H 5.146 -0.075 3.127 0.52 -0.15 0.42 0.23
C 2.636 0.483 1.750 2.50 -0.71 0.82 0.42
H -2.741 -1.310 5.400 0.27 -0.01 -0.14 0.22
C -5.315 -0.574 1.216 -0.13 -0.72 0.79 -0.17
H 0.854 -1.282 7.767 -0.23 0.06 -0.55 0.20
H 7.482 0.816 -0.417 -0.02 0.09 -0.03 0.21
C 4.174 0.958 0.093 -0.37 0.35 -0.25 -0.03
C 2.806 1.151 -0.373 -0.89 -0.41 -0.04 0.38
H -5.265 1.149 -2.264 0.00 -0.09 0.06 0.23
C 6.475 0.373 1.402 0.87 -0.50 1.46 -0.22
C -0.160 -2.606 -1.884 -0.28 -0.60 -0.64 -0.32
C -1.036 1.816 -2.095 0.09 -0.67 0.13 0.26
C -2.734 0.937 -0.730 0.20 0.43 -0.17 0.35
H 5.317 1.448 -1.590 0.22 0.16 -0.56 0.22
H -1.656 -1.683 7.529 0.78 0.16 -0.35 0.20
H 1.790 -2.786 -2.735 0.18 0.22 -0.07 0.19
N -1.966 0.546 0.374 -1.53 0.40 -0.98 -0.57
C 0.868 2.234 -3.339 -0.35 -0.49 2.08 -0.03
C 1.179 -1.991 -2.300 -0.17 0.72 -0.42 -0.59
H 1.698 -1.569 -1.434 0.01 0.00 -0.10 0.22
N 0.061 1.488 -1.348 0.14 -0.59 0.73 -0.49

---

Entry 3:
70
Properties=species:S:1:pos:R:3:forces:R:3:nbo_charge:R:1 method="wB97M-V/def2-TZVPD" gap_ev="6.8 / 6.8" s2=0.7981 largest_force_ev_per_a=0.59 charge=+1 e_homo_ev="-10.402 / -10.394" spin_multiplicity=2
C -0.895 1.120 2.046 -0.03 0.00 -0.02 -0.15
H -2.194 -1.901 1.218 0.01 -0.01 -0.01 0.22
C -3.297 1.145 2.171 -0.02 0.01 0.01 -0.18
H 4.544 -0.623 4.105 0.00 0.00 0.01 0.23
H 1.386 3.144 -2.482 -0.01 0.02 0.01 0.24
C -2.932 0.126 -1.943 -0.01 0.03 -0.03 -0.17
C 0.243 -3.791 1.352 0.02 0.22 -0.25 -0.13
Br 1.416 -2.341 -3.804 -0.08 0.02 0.05 0.20
Br 3.230 -3.022 -1.271 -0.11 0.10 0.04 0.18
H 3.871 2.209 -2.027 0.01 0.01 0.00 0.24
C 1.662 2.167 -2.124 -0.01 0.04 -0.04 -0.19
C -2.153 -0.860 1.514 0.00 -0.02 0.00 -0.19
H -1.908 1.875 -4.218 0.00 -0.01 -0.01 0.23
H -0.306 -6.201 3.630 -0.01 -0.01 0.01 0.24
H -0.096 -5.914 1.166 0.01 0.00 -0.02 0.24
C 3.907 -0.158 3.365 0.01 0.02 0.00 -0.20
N -3.401 7.247 -3.454 -0.01 0.03 0.00 -0.27
H -3.524 1.002 -2.145 0.00 0.01 0.00 0.24
N -1.128 -1.211 -1.519 0.08 0.01 -0.02 -0.53
H -2.046 2.825 2.633 0.00 0.01 0.01 0.23
H 2.615 -1.850 3.231 0.00 0.01 0.00 0.22
C -2.080 1.793 2.310 0.01 -0.01 -0.01 -0.22
C 2.810 -0.849 2.873 0.00 -0.07 -0.03 -0.19
H -4.218 1.673 2.379 -0.01 0.00 0.00 0.23
H 0.250 -1.989 4.227 0.01 0.01 0.00 0.24
H 1.668 1.481 0.685 -0.01 0.00 -0.02 0.23
C -1.515 0.100 -1.798 -0.05 -0.08 0.12 -0.03
C 3.127 -2.984 -3.212 0.07 0.00 -0.03 -0.51
Cr 0.734 -1.837 -1.058 0.34 -0.46 -0.15 0.47
H 0.044 1.635 2.181 0.00 0.00 0.01 0.22
H -0.679 3.376 -0.404 0.01 -0.01 0.01 0.22
H 3.564 -0.318 -1.174 0.01 0.01 0.00 0.21
C -0.638 1.165 -1.942 -0.01 0.02 -0.06 0.23
C 0.357 -3.363 -0.033 -0.19 0.07 0.31 0.47
C -0.027 -4.113 4.053 -0.01 -0.05 0.02 -0.15
H -1.689 5.573 -0.943 0.00 0.01 0.00 0.24
H -2.197 -3.009 -1.354 0.01 0.00 0.01 0.21
H -0.143 -4.252 5.120 0.00 -0.01 0.00 0.23
C -2.414 3.916 -3.814 0.02 -0.03 0.03 -0.14
C -3.332 -0.186 1.781 0.00 0.01 0.00 -0.19
C 2.784 0.362 -1.477 -0.01 -0.01 -0.08 0.02
C -3.379 -1.161 -1.788 0.05 0.02 0.01 -0.31
C -0.123 -5.222 3.208 0.02 0.06 -0.01 -0.19
H 5.038 1.662 3.299 0.01 0.01 0.01 0.23
H -4.392 -1.522 -1.848 -0.02 0.00 -0.01 0.24
N 1.495 -0.002 -1.446 -0.07 0.02 0.08 -0.54
H 3.589 2.701 1.584 0.00 0.01 0.00 0.22
H -4.278 -0.700 1.681 0.00 -0.01 0.00 0.23
C -2.934 6.229 -3.202 0.01 -0.01 0.00 0.26
H 3.261 -3.999 -3.563 0.01 0.02 -0.01 0.25
C -0.925 -0.210 1.634 0.05 0.09 0.00 -0.38
C -1.727 4.761 -1.656 0.01 0.00 0.00 -0.15
C 4.184 1.123 2.911 0.00 -0.01 0.00 -0.20
C 1.978 -0.264 1.919 0.02 0.02 -0.04 -0.38
C 0.362 -2.678 2.188 -0.04 -0.12 0.03 -0.29
C -2.350 4.953 -2.887 -0.03 0.01 -0.03 -0.16
H 3.896 -2.310 -3.569 -0.01 -0.01 0.00 0.25
H -2.896 4.076 -4.768 0.00 0.01 0.00 0.24
C -1.231 2.489 -2.277 -0.03 -0.02 -0.04 0.02
C -1.163 3.534 -1.360 0.00 -0.02 0.01 -0.22
C -1.861 2.686 -3.503 0.02 0.04 0.02 -0.23
C 2.938 1.687 -1.903 -0.03 -0.01 0.01 -0.32
C 0.204 -2.838 3.557 -0.02 0.01 -0.07 -0.19
C 3.369 1.708 1.952 0.02 -0.01 0.00 -0.14
C -2.234 -1.943 -1.526 -0.03 -0.05 -0.08 0.04
P 0.571 -1.152 1.202 0.04 -0.01 0.01 1.19
C 2.280 1.018 1.449 0.01 -0.01 0.03 -0.22
O 0.165 -3.835 -1.142 0.04 0.05 -0.05 -0.51
C 0.763 1.115 -1.835 0.00 0.00 0.17 -0.04
C 0.000 -5.072 1.838 -0.02 0.03 0.08 -0.16

---

Entry 4:
72
Properties=species:S:1:pos:R:3:forces:R:3:mulliken_charge:R:1 method="wB97M-V/def2-TZVPD" gap_ev=4.3 largest_force_ev_per_a=4.70 relative_energy_ev=1.304 charge=-2 e_homo_ev=-0.493
H -3.689 -2.627 -0.275 -0.01 0.05 -0.06 0.32
C 3.476 -0.767 0.639 0.02 0.00 -0.09 -0.53
C -3.145 0.849 -2.754 -0.08 0.21 -0.04 -0.06
C -2.461 -1.018 0.467 -0.47 -0.67 0.21 0.31
S 2.098 7.122 -0.483 -0.60 0.19 0.58 -0.16
H 5.173 -1.031 -0.630 0.03 0.05 -0.04 0.40
C -4.692 1.717 -4.925 -0.13 0.06 -0.14 -0.34
C 3.151 -1.364 3.882 0.04 -0.02 0.06 -0.31
C -3.472 2.310 -4.651 0.03 0.07 -0.09 -0.83
S 1.683 9.865 0.642 0.20 0.74 0.02 -0.43
C 3.538 1.131 4.998 0.08 0.09 0.16 -0.78
C 4.143 0.024 5.566 0.09 0.09 0.16 -0.35
H -0.615 -3.628 2.515 0.08 0.01 0.02 0.39
C 3.953 -1.224 4.999 0.06 -0.16 0.07 -0.87
C -2.709 1.878 -3.580 0.10 0.06 0.13 -0.48
H -3.222 0.944 0.201 -0.16 0.03 0.00 0.44
H -4.114 -0.335 -0.651 -0.03 -0.02 0.06 0.48
H 4.431 -2.092 5.438 0.02 -0.05 -0.02 0.38
H 3.804 0.191 1.013 0.07 0.11 0.06 0.53
H 0.885 -2.904 0.876 -0.01 -0.05 0.03 0.08
H 3.690 2.110 5.433 0.00 0.08 -0.01 0.41
H 3.026 -2.346 3.443 -0.06 -0.06 -0.08 0.30
C 1.540 -0.418 2.134 0.22 -1.25 0.91 3.08
H -1.990 -3.918 -3.512 -0.03 -0.06 0.02 0.38
C -4.365 0.254 -3.053 -0.13 -0.01 0.06 0.10
C 2.271 -1.286 1.109 0.02 -0.06 -0.24 -0.47
C -1.506 -0.845 -2.166 0.20 0.12 -0.05 -0.29
H -6.086 0.207 -4.320 -0.03 0.00 0.00 0.37
C 2.577 -3.166 -0.371 0.17 -0.22 -0.13 -0.73
C 0.308 -1.123 2.845 0.54 0.34 -0.24 -1.64
C -5.134 0.684 -4.120 -0.16 -0.07 -0.12 -1.12
H 2.252 1.837 3.416 -0.05 0.11 -0.02 0.48
C -2.221 0.406 -1.601 -1.13 -0.82 -0.39 2.11
H -3.118 3.121 -5.273 0.06 0.06 -0.01 0.40
H 0.386 0.098 -1.974 0.02 0.01 -0.01 0.60
C 1.190 5.668 -0.040 -0.17 0.61 0.35 0.15
H 4.374 -3.191 -1.538 0.04 -0.03 -0.04 0.36
H 4.761 0.129 6.449 0.05 0.03 0.03 0.37
H -4.758 -0.555 -2.456 0.01 -0.04 0.08 0.13
C -0.806 -1.553 1.964 -0.21 -0.82 0.15 0.15
O -1.363 1.348 -1.220 -1.94 -0.99 -2.86 -0.86
C 4.232 -1.446 -0.294 0.14 0.14 0.00 -0.75
C -3.128 0.011 -0.353 0.23 0.24 -0.50 -1.51
C -0.076 -2.995 -3.250 0.13 -0.08 -0.06 -0.53
C -1.153 -2.908 1.913 -0.19 0.12 0.11 -0.49
C 1.315 8.254 0.566 -0.20 -0.81 -0.01 0.07
H 0.667 -1.966 3.438 -0.13 0.00 -0.01 0.40
H 1.661 -1.795 -2.895 0.09 0.00 0.02 0.42
C -1.456 -3.047 -3.152 -0.17 -0.13 -0.05 -1.07
H 2.202 -4.097 -0.780 -0.01 -0.01 -0.01 0.41
C 3.788 -2.659 -0.799 -0.01 -0.19 -0.16 -0.55
C 0.586 -1.860 -2.817 0.18 -0.14 -0.14 -1.00
C 2.731 0.988 3.882 -0.16 0.02 -0.27 -0.44
C 1.830 -2.488 0.578 -0.08 0.08 0.19 0.39
S 0.095 7.503 1.535 0.59 -0.04 -0.60 -0.16
H 0.473 -3.828 -3.673 0.02 -0.01 0.00 0.41
S 1.648 4.260 -0.902 0.34 -0.47 -0.45 -0.50
C -2.860 -2.353 0.361 -0.02 0.06 0.22 -0.36
H -2.491 -4.351 1.056 -0.01 -0.02 0.01 0.41
S -0.844 4.736 1.648 -0.52 -0.32 0.42 -0.50
Ba -0.068 1.946 0.383 -0.21 4.68 0.41 0.96
C -0.125 -0.800 -2.289 -0.07 0.13 0.16 -0.12
H -1.764 2.343 -3.345 0.10 0.09 0.06 0.47
N -1.475 -0.640 1.273 0.19 0.46 -0.09 0.07
H -3.241 -2.053 -2.584 -0.08 0.03 0.05 0.28
C -2.164 -1.986 -2.616 0.08 -0.01 -0.11 0.27
C 2.519 -0.260 3.318 -0.01 0.15 0.06 -0.16
H -5.302 2.063 -5.750 0.01 0.02 -0.05 0.37
O 1.174 0.733 1.564 2.53 -2.20 2.43 -1.00
C 0.241 5.851 0.924 0.44 0.46 -0.26 0.05
C -2.200 -3.308 1.107 0.03 0.03 -0.02 -0.88
H -0.060 -0.348 3.518 0.00 0.00 0.14 0.59